186
Properties=species:S:1:pos:R:3:forces:R:3 method="wB97M-V/def2-TZVPD" homo_lumo_gap_ev=8.00 smiles=CC1(C)CCCC(C)(C)N1O.CC1(C)CCCC(C)(C)N1O.CC1(C)CCCC(C)(C)N1O.CC1(C)CCCC(C)(C)N1O.CC1(C)CCCC(C)(C)N1O.CC(C)O.CC(C)O.CC(C)O multiplicity=1 e_lumo_ev=0.50 mol_weight_g_mol=966.6
C 18.290780 -13.175510 9.659150 -0.6 -1.4 0.5
C 17.491360 -11.948440 9.193240 -0.3 -0.9 0.3
C 17.253520 -11.053820 10.424840 -0.6 1.0 -0.4
C 18.372860 -11.388160 8.108210 0.6 1.3 -0.7
C 17.798910 -10.201730 7.343620 -1.5 -0.2 0.4
C 16.427780 -10.574360 6.696310 1.6 -0.8 0.3
C 15.466720 -11.431130 7.625500 -0.3 1.2 -0.8
C 14.536040 -10.396010 8.329190 -0.9 -1.2 0.2
C 14.590430 -12.258120 6.578400 0.8 -0.1 2.0
N 16.214890 -12.364090 8.538430 3.6 3.7 -4.2
O 15.521710 -13.264120 9.155720 -2.4 -2.7 2.2
H 19.327020 -12.983870 9.937680 0.1 0.5 -0.6
H 17.949210 -13.694810 10.554560 -0.7 0.4 0.3
H 18.220110 -13.975810 8.922520 0.4 0.2 -0.4
H 16.692750 -11.550590 11.216570 0.4 -0.5 0.2
H 18.153040 -10.581850 10.820080 0.2 -0.4 0.1
H 16.591440 -10.211680 10.223460 0.1 0.1 -0.5
H 19.345520 -11.125050 8.523910 0.0 0.2 0.3
H 18.623410 -12.156060 7.376330 -0.3 -0.4 0.1
H 17.524250 -9.385270 8.011490 0.6 0.2 0.3
H 18.504970 -9.835480 6.598340 -0.1 0.1 0.0
H 16.677610 -11.112420 5.781880 -0.2 -0.5 0.0
H 15.991930 -9.645130 6.329330 -0.6 -0.1 0.3
H 13.703920 -10.916850 8.802910 -0.1 -0.4 0.2
H 14.014000 -9.827710 7.559390 0.4 0.5 0.1
H 14.922370 -9.788050 9.147260 0.5 0.2 -0.5
H 13.982310 -11.630310 5.927140 0.5 0.2 -0.1
H 13.893720 -12.901560 7.115690 0.0 -0.1 0.1
H 15.325640 -12.889850 6.079930 -0.4 0.0 -0.4
H 15.372890 -12.924260 10.041130 -0.6 -0.1 0.5
C 26.084920 -8.837600 14.115740 1.1 -0.2 -0.4
C 25.103400 -8.775560 15.290930 0.6 -0.5 -0.2
C 25.747940 -9.442020 16.550750 0.2 0.3 -0.4
C 24.803110 -7.284040 15.492510 1.4 -0.4 -0.3
C 23.578320 -6.995630 16.239080 -0.9 -0.8 0.2
C 22.398660 -7.729610 15.598090 -0.2 0.4 1.0
C 22.579630 -9.226500 15.352350 -0.1 -0.8 1.2
C 22.404680 -10.010780 16.730960 0.1 0.3 -0.4
C 21.419460 -9.662290 14.400160 0.7 -0.4 0.5
N 23.934440 -9.456550 14.807260 -2.5 1.3 -0.7
O 24.138760 -10.794090 14.474410 0.3 -0.4 0.2
H 26.444280 -9.835220 13.863300 -0.2 -0.4 0.3
H 25.671020 -8.442600 13.187970 -0.3 0.2 0.2
H 27.023400 -8.308560 14.281510 -0.1 0.3 0.4
H 26.790350 -9.130390 16.616800 0.1 0.2 0.1
H 25.271370 -9.182270 17.496000 -0.2 0.0 -0.1
H 25.776100 -10.527640 16.457210 -0.3 0.0 -0.1
H 25.693730 -6.953920 16.027220 0.1 0.6 -0.1
H 24.718400 -6.744500 14.549200 0.4 -0.3 -0.3
H 23.689480 -7.411060 17.240660 -0.1 0.6 0.4
H 23.385280 -5.923460 16.203010 -0.1 0.0 0.6
H 22.044190 -7.200990 14.713210 0.1 -0.1 -0.2
H 21.636840 -7.645880 16.373140 -0.6 0.0 -0.4
H 22.987330 -9.571030 17.540430 0.1 0.3 -0.1
H 22.738290 -11.047770 16.692840 0.0 0.0 -0.5
H 21.372400 -10.026820 17.080570 -0.2 0.1 -0.2
H 21.555770 -9.247880 13.401270 0.1 -0.2 -0.1
H 20.443830 -9.339360 14.763430 0.2 0.5 0.3
H 21.317970 -10.747500 14.410910 0.3 -0.1 -0.5
H 24.536500 -10.680900 13.608050 -0.1 -0.6 -0.3
C 14.068990 -13.461780 12.244510 0.1 1.2 0.6
C 12.977910 -12.568050 12.912980 -1.3 -1.5 -0.5
C 11.821070 -12.265260 11.838220 2.0 1.5 0.3
C 12.217240 -13.457070 13.914490 0.8 -1.0 1.1
C 13.084510 -13.760250 15.121360 -0.1 2.1 1.3
C 13.449950 -12.400530 15.824850 0.6 -0.1 -0.9
C 14.281560 -11.398210 14.898550 -1.0 0.2 1.3
C 14.156110 -10.014810 15.580690 -0.5 0.4 -0.6
C 15.768430 -11.768800 14.875510 0.0 -1.8 -0.9
N 13.591120 -11.374590 13.592960 -2.2 -2.0 1.2
O 14.077180 -10.442180 12.731440 0.8 0.8 -1.3
H 14.887110 -13.544970 12.959960 0.1 -0.2 -0.1
H 13.771110 -14.466870 11.945880 -0.3 0.2 -0.2
H 14.433060 -12.862220 11.410190 0.0 -0.3 -0.1
H 11.155860 -11.493430 12.225360 -0.3 -0.3 0.2
H 12.274360 -11.808810 10.958290 0.1 0.0 -0.2
H 11.286330 -13.138280 11.464070 0.1 -0.1 0.6
H 11.226510 -13.150790 14.250280 0.1 0.9 -0.1
H 12.006180 -14.457770 13.537440 0.1 0.1 -1.0
H 12.509670 -14.288340 15.882130 0.2 -0.5 -0.2
H 13.979340 -14.309780 14.829150 0.0 -0.1 0.2
H 13.937190 -12.580650 16.783110 0.7 -0.1 -0.2
H 12.562160 -11.876390 16.178660 -0.5 0.0 -0.6
H 13.148100 -9.601420 15.547250 -0.5 -0.7 0.4
H 14.637700 -9.178310 15.074290 1.0 -0.4 -0.1
H 14.504470 -10.105670 16.609520 0.0 0.2 0.0
H 15.804140 -12.856900 14.929100 0.1 -0.3 0.0
H 16.432330 -11.472960 15.687800 -0.4 0.6 0.0
H 16.213890 -11.586070 13.897620 0.1 0.6 0.1
H 13.335140 -9.842270 12.626130 0.1 0.4 -0.2
C 26.384890 -15.734190 16.777120 0.3 1.0 -1.2
C 26.995200 -14.962440 15.554670 -0.1 -1.2 -0.8
C 26.121090 -15.280680 14.261600 0.2 0.7 1.1
C 26.903710 -13.489600 15.863520 -0.4 1.9 -0.2
C 27.895290 -12.965630 16.898420 0.1 -0.8 -0.9
C 29.306920 -13.216040 16.374290 -1.0 -0.1 0.2
C 29.544700 -14.695140 16.021920 0.5 -0.9 1.6
C 30.846080 -14.729710 15.204910 -0.6 -0.6 -1.3
C 29.729520 -15.489690 17.344590 0.1 -0.1 -0.2
N 28.414590 -15.236430 15.201760 -0.5 2.4 0.2
O 28.578730 -16.530290 14.721990 0.6 -0.4 0.3
H 26.415320 -16.820690 16.695270 0.2 0.1 0.0
H 26.876760 -15.353140 17.672080 -0.3 -0.4 0.2
H 25.358490 -15.373510 16.709940 -0.2 -0.4 0.6
H 25.917050 -16.339030 14.099270 0.6 0.0 -0.1
H 25.122720 -14.848870 14.331540 -0.1 0.2 0.6
H 26.540140 -14.749930 13.406720 0.4 -0.5 -0.1
H 27.067550 -12.853860 14.993410 0.4 -0.4 -0.7
H 25.885520 -13.167840 16.082300 -0.3 -0.5 0.5
H 27.845500 -11.884640 17.029110 -0.6 -0.1 0.4
H 27.751440 -13.529820 17.819880 0.1 0.5 0.3
H 29.904630 -12.812770 17.191740 0.9 -0.6 -0.3
H 29.488010 -12.602510 15.491750 -0.1 0.1 -0.1
H 31.199920 -15.704090 14.868050 -0.3 -0.5 0.5
H 31.738120 -14.244730 15.601340 -0.5 0.4 0.3
H 30.508540 -14.289900 14.266430 0.6 0.6 -0.2
H 28.890070 -15.423510 18.036720 -0.1 0.2 -0.2
H 30.603290 -15.112510 17.875960 0.1 -0.1 0.0
H 29.873200 -16.550000 17.136750 0.1 0.0 -0.1
H 28.945140 -16.326960 13.858280 0.0 -0.5 -0.3
C 17.263340 -12.737890 18.416450 -0.4 0.8 -0.2
C 16.929190 -14.184190 18.679840 0.6 0.3 -1.6
C 16.280760 -14.760810 17.376950 0.6 -0.8 0.4
C 18.314830 -14.807280 18.908180 0.7 -0.7 0.2
C 18.931360 -14.602230 20.301690 -1.3 -0.6 0.3
C 17.905020 -14.995560 21.353090 -0.4 0.1 0.6
C 16.510760 -14.337500 21.205190 -0.2 -1.4 -0.3
C 15.546120 -15.088590 22.123360 -1.2 0.0 0.6
C 16.498140 -12.937830 21.712930 0.5 2.0 -0.7
N 16.033350 -14.452040 19.788890 1.5 -2.1 1.2
O 14.756760 -13.961610 19.593830 0.1 0.7 0.0
H 17.834510 -12.601810 17.498110 0.0 -0.3 -0.2
H 16.320500 -12.219740 18.241350 0.1 0.7 0.4
H 17.908410 -12.348830 19.204250 -0.5 0.5 0.1
H 17.057220 -14.875340 16.620580 0.2 0.0 0.0
H 15.904840 -15.754620 17.620110 0.0 -0.1 -0.1
H 15.465660 -14.238860 16.875680 0.0 0.5 0.6
H 18.287260 -15.849710 18.590900 -0.1 -0.4 0.6
H 19.125610 -14.428950 18.285600 -0.7 0.5 -0.9
H 19.797600 -15.262350 20.346050 0.1 0.2 0.3
H 19.227460 -13.574150 20.510230 0.2 0.1 -0.4
H 18.164570 -14.691880 22.367250 0.6 0.0 0.1
H 17.836930 -16.081500 21.417870 -0.4 -0.1 -0.3
H 15.677450 -14.875090 23.184150 1.2 -0.3 0.1
H 15.454100 -16.165750 21.984270 0.3 0.1 -0.2
H 14.534750 -14.682130 22.117770 -0.2 0.0 -1.0
H 16.739330 -12.783350 22.764630 -0.4 -0.4 0.1
H 15.534740 -12.503120 21.446480 -0.2 0.2 0.6
H 17.202960 -12.278780 21.205990 0.3 -0.1 -0.2
H 14.939100 -13.025240 19.701340 -0.9 0.8 -0.2
C 24.851110 -13.664320 9.935960 0.2 -2.2 0.0
C 24.145550 -15.063170 10.090490 -0.3 2.1 1.7
C 24.399540 -15.589900 11.514660 1.1 0.0 -0.1
O 22.720930 -14.818800 10.067140 0.5 -0.4 -1.0
H 24.688400 -13.121560 10.867110 -0.2 0.4 -0.4
H 24.630900 -13.146900 9.002210 -0.4 0.1 0.3
H 25.902820 -13.946330 9.886120 0.3 0.4 0.1
H 24.499730 -15.760350 9.331150 -0.3 0.0 -0.2
H 25.413870 -15.956840 11.671500 0.1 -0.7 -0.5
H 23.666380 -16.340920 11.808840 0.1 -0.1 0.0
H 24.431280 -14.806410 12.271770 -0.8 0.4 -0.3
H 22.350530 -15.698950 9.968470 -0.5 0.0 0.0
C 21.634720 -14.407610 13.919330 0.3 0.7 -0.1
C 20.415460 -14.083860 14.760600 -0.1 0.1 -0.7
C 19.171210 -13.709270 13.896770 0.8 -0.7 0.7
O 20.107190 -15.197750 15.609300 -0.5 0.4 -0.4
H 21.977060 -13.495800 13.429940 -0.3 0.1 -0.6
H 21.432100 -15.199890 13.198690 0.1 0.0 0.0
H 22.519280 -14.615650 14.521310 -0.1 -0.6 0.3
H 20.681350 -13.241490 15.399220 -0.1 0.3 0.1
H 19.260270 -12.768320 13.353830 0.2 0.3 0.5
H 18.330720 -13.704660 14.590790 -0.3 0.1 -0.3
H 19.023490 -14.435860 13.097820 -0.1 -0.4 0.2
H 20.889690 -15.288600 16.157980 0.2 -0.3 0.4
C 22.670270 -15.401250 19.360410 0.2 -1.5 0.5
C 22.478880 -16.650630 18.479040 -1.3 0.9 1.1
C 21.096060 -17.272620 18.560430 0.0 -0.5 0.5
O 22.555000 -16.175380 17.201850 0.7 1.0 -3.0
H 21.803860 -14.741920 19.308240 0.1 0.0 -0.2
H 23.586260 -14.866240 19.109740 -0.1 0.0 -0.1
H 22.746880 -15.781210 20.379160 0.1 0.4 0.3
H 23.193530 -17.468980 18.566700 0.5 0.3 0.8
H 21.175350 -18.134000 17.897230 -0.4 -0.5 0.3
H 20.291510 -16.674160 18.133050 0.3 0.5 0.2
H 20.836260 -17.549450 19.582180 -0.1 -0.4 -0.1
H 22.400430 -16.925010 16.622400 0.0 0.0 -0.5